1.
# C32H57Br18Cl2IO5

A cluster of 10 separate species, C32H57Br18Cl2IO5 in total (wB97M-V/def2-TZVPD, OMol25).

Computed properties:
HOMO energy: -9.54 eV
LUMO level: 0.2 eV
SMILES: CC(C)[C@@H](C)CO[C@]1(CC(=O)Cl)OC(=O)O[C@]1(I)CCCCl.BrCCBr.BrCCBr.BrCCBr.BrCCBr.BrCCBr.BrCCBr.BrCCBr.BrCCBr.BrCCBr
ΔE to the lowest compared entry with this formula, charge and spin: 0.0000 eV
DFT total energy: -1338258.10254 eV
HOMO-LUMO gap: 9.783 eV

ORCA input file:
```
! RIJCOSX wB97M-V def2-TZVPD def2/J DEFGRID3
* xyz 0 1
H -9.36 1.59 1.09
C 1.90 3.32 -7.18
C 2.72 3.33 0.16
H -10.62 1.90 -0.12
C 0.68 -1.56 0.84
C 2.52 -5.85 -0.89
C 2.39 -4.78 -1.94
C -0.54 0.69 0.82
H 1.11 -6.38 4.09
H -5.24 -0.69 4.48
H 2.10 -6.81 -1.20
H 6.35 1.58 1.32
H -0.89 1.73 -1.84
C -3.37 0.34 4.87
H 8.64 2.80 1.33
H -0.05 3.66 -8.00
O 0.73 1.27 0.50
Cl 1.61 6.60 -0.12
H 2.33 3.18 -8.17
C -4.26 3.87 -4.39
Br -3.21 2.45 -3.59
C -0.65 3.53 -0.83
H 3.69 5.16 0.53
Br 1.19 -3.03 5.95
H -1.63 -2.85 -2.13
C -9.77 1.27 0.14
H -3.07 0.13 -0.71
H 3.13 6.14 -1.84
H -5.88 5.17 -3.88
Cl -1.22 4.81 -1.97
H 7.18 1.62 2.89
H -8.51 2.31 -1.25
O 3.12 1.03 -0.40
H 3.40 2.86 0.88
H 2.54 -3.79 -1.53
C -2.21 -5.88 8.19
H -9.06 0.73 -1.84
Br 0.61 -4.79 -2.73
H -5.28 1.07 4.22
H -1.37 1.21 0.34
H -3.55 0.69 5.88
C 6.87 -2.56 -3.34
H 1.32 -0.95 1.47
H 3.56 -5.99 -0.60
H -3.58 4.71 -4.48
C 2.53 5.50 -1.20
Br 3.25 4.27 -6.15
C -8.74 1.29 -0.96
O 3.17 -0.97 -1.48
Br -7.05 0.52 -0.39
C 1.01 -4.94 5.67
H 0.77 5.15 -7.47
Br -0.37 4.01 -5.57
C 0.98 -5.30 4.21
Br -2.43 -1.35 5.07
H 0.02 -2.64 -1.60
C -3.66 -5.95 7.80
Br -6.88 2.92 -3.71
C -0.04 2.38 -1.58
Br 1.58 -5.31 0.73
H 7.86 4.06 2.29
H 1.83 4.94 -1.82
C -0.65 -0.82 0.56
H 1.85 3.66 0.73
Br -3.92 -5.54 5.92
Br -10.51 -0.51 0.42
H -5.20 4.30 -2.49
C 0.98 1.54 -0.81
C 6.72 2.23 2.11
C -4.67 0.17 4.13
C -5.45 4.23 -3.54
H -3.22 -1.40 0.24
H 4.95 -1.55 -3.33
H 0.11 -5.25 6.19
H 1.88 -5.39 6.16
H -4.24 -5.21 8.34
H -1.71 -5.00 7.79
C -1.02 -2.58 -1.26
Br 5.17 3.06 2.93
C 2.39 2.23 -0.85
C 6.00 -1.35 -3.13
H -2.10 -5.89 9.28
C 3.42 4.58 -0.36
O 1.33 0.35 -1.54
H 4.36 4.35 -0.86
H -1.22 -3.32 -0.48
H -2.69 1.01 4.36
H 6.72 -3.27 -2.53
C 7.69 3.26 1.59
H 1.21 -1.82 -0.07
H 1.78 2.35 -6.70
H -3.33 -1.37 -1.53
C -1.31 -1.15 -0.81
H 6.11 -0.97 -2.12
H 7.93 -2.30 -3.40
C 0.61 4.09 -7.25
Br -4.37 -0.08 2.23
H -0.66 0.85 1.89
C 2.61 0.03 -1.16
Br 6.51 0.13 -4.30
H -0.99 -0.47 -1.60
Br -0.73 -4.87 3.40
H 0.46 -2.46 1.42
Br -1.21 -7.43 7.56
I 3.18 2.50 -2.87
H -1.36 -1.20 1.30
H 3.08 -4.95 -2.76
Br 6.42 -3.51 -4.97
H -4.08 -6.94 7.96
H 1.75 -4.78 3.64
H -4.55 3.53 -5.38
H 0.36 2.73 -2.53
O -0.83 3.66 0.33
Br 7.04 4.06 -0.06
C -2.83 -0.94 -0.66
*
```

---

2.
# C42H50N2O4PS4W

A structure of composition C42H50N2O4PS4W (wB97M-V/def2-TZVPD, OMol25).

Computed properties:
HOMO energy (alpha / beta): -15.12 / -15.58 eV
LUMO level (alpha / beta): -8.0 / -7.7 eV
⟨S²⟩: 2.02
ΔE to the lowest compared entry with this formula, charge and spin: 0.0000 eV
DFT total energy: -109970.09300 eV
HOMO-LUMO gap (alpha / beta): 7.112 / 7.888 eV

ORCA input file:
```
! RIJCOSX wB97M-V def2-TZVPD def2/J DEFGRID3
* xyz 3 3
C -0.71 -5.14 -1.25
S 2.27 0.48 0.75
C 0.27 -5.94 -1.81
C 4.50 -1.65 0.20
H 6.79 -4.01 -0.65
O -0.12 0.05 2.26
C 6.17 3.34 0.19
C 1.17 0.73 -5.41
H -1.92 0.92 5.93
N 1.09 4.39 0.46
H 2.37 -6.22 -2.15
H -0.54 1.53 -4.35
S 3.92 0.10 -2.36
C -2.61 0.91 5.09
H -4.08 4.00 -0.16
H 2.17 2.96 -0.65
H 1.41 0.34 -6.40
H -4.25 1.68 6.23
H 4.94 2.52 -1.37
H -2.72 0.16 1.77
H 1.32 -2.78 0.16
H -4.20 1.76 -1.23
C -0.77 -4.07 2.66
H -1.91 -2.06 3.89
C -1.95 -3.79 1.73
H -1.76 -5.38 -1.38
H 1.88 5.31 2.18
C -2.21 0.48 3.83
H 6.38 4.26 -0.35
S -0.55 -0.12 3.71
C 4.07 -2.19 1.41
H 1.80 1.61 -5.22
C -3.23 3.34 -0.14
C 4.60 -3.39 1.86
H 4.27 -3.80 2.80
C 2.25 4.90 1.25
H 6.00 -4.97 1.49
C -4.36 0.95 2.92
H -1.20 -4.61 3.50
H 2.76 5.66 0.67
H -0.01 3.94 2.18
S -1.64 -3.04 0.12
H -0.80 -1.06 -5.97
N 1.52 -0.34 -4.40
H -0.61 -1.99 5.08
C -3.92 1.34 5.26
H 3.02 -4.18 -0.91
C -0.99 1.65 -0.07
O -1.04 -1.67 0.60
H 3.33 -1.67 2.01
C 1.98 -4.45 -1.00
H -5.80 1.71 4.31
H 2.91 4.05 1.44
H 2.11 4.60 -1.37
C 0.01 -2.86 3.18
H -2.48 -4.71 1.48
C -2.05 3.74 0.49
C 1.61 -5.59 -1.69
H 0.49 -2.32 2.36
H 5.51 0.04 2.09
C 0.27 3.40 1.27
O -1.07 -1.57 -2.19
C 5.68 0.97 1.56
C -3.06 0.49 2.74
H 5.84 -1.89 -1.48
H 1.88 0.05 -3.52
H -2.02 4.71 0.98
H -2.25 0.29 -1.21
P 4.01 -0.03 -0.42
H 0.43 -2.17 -4.25
C -0.80 -0.52 -5.03
H 7.39 3.87 1.87
H -5.04 0.97 2.08
H -0.77 1.39 -6.10
H -0.08 -4.76 2.18
C 1.54 3.83 -0.85
C 1.01 -3.65 -0.40
H 2.26 -0.96 -4.74
C 5.58 -4.04 1.12
H 0.96 2.60 1.54
C -0.32 -4.01 -0.54
C 0.26 -1.11 -4.08
O 0.58 -0.10 -1.91
C -2.18 1.27 -0.72
H -2.69 -3.11 2.16
C -3.30 2.09 -0.74
H 0.67 3.54 -1.43
C 6.74 3.13 1.44
C 6.02 -3.51 -0.08
H 0.47 5.18 0.25
C 5.49 -2.31 -0.54
C -0.84 -1.90 4.02
H -1.79 -0.61 -4.60
C -4.78 1.36 4.17
H 6.96 1.77 3.08
C -0.94 2.91 0.54
W 0.11 -0.11 0.13
C 5.35 2.38 -0.38
C 5.11 1.19 0.31
C -0.32 0.91 -5.23
H -0.01 -6.83 -2.36
H 0.82 -3.25 3.80
C -0.13 -0.94 -2.62
C 6.50 1.94 2.12
*
```

---

3.
# C21H35N3O4

The molecule C21H35N3O4 (wB97M-V/def2-TZVPD, OMol25).

Computed properties:
HOMO energy: -9.09 eV
LUMO level: 0.5 eV
SMILES: C=CCC1(C(=O)N[C@H](C)C(=O)NCC(C)C)CN(C(=O)[C@H](C)C2(O)CCC2)C1
ΔE to the lowest compared entry with this formula, charge and spin: 0.8260 eV
DFT total energy: -35005.55349 eV
HOMO-LUMO gap: 9.640 eV

ORCA input file:
```
! RIJCOSX wB97M-V def2-TZVPD def2/J DEFGRID3
* xyz 0 1
C -1.88 1.51 2.64
H -3.39 0.25 -6.97
C 2.95 2.27 3.23
H -1.06 -2.50 2.53
C -1.61 -1.42 0.17
H 2.66 -0.36 2.49
H 0.33 -3.06 -2.38
H 3.54 -2.61 2.99
C -0.94 -0.26 -5.73
H -1.09 -3.73 -1.55
H -1.64 2.81 -7.15
C -1.21 -0.60 1.38
H -0.32 -0.34 -1.05
H 0.13 -0.06 -5.64
H -1.09 -0.87 -6.62
H -1.54 1.62 -4.95
H 4.64 -1.40 3.67
C 2.82 0.48 4.43
C 3.99 1.36 3.91
H -2.10 1.19 0.55
H -1.25 1.30 -7.98
H 4.48 1.86 4.75
H -1.33 3.40 3.39
C -0.86 -0.79 -3.34
O 0.93 -2.17 4.53
N 0.22 -0.82 2.89
O 2.90 -0.01 5.75
C -1.70 1.06 -5.87
C -3.20 0.82 -6.05
H -1.82 -1.20 3.47
H -0.06 2.05 -6.90
C 1.20 -1.32 3.70
H 3.51 -2.25 4.72
C -2.16 0.61 1.48
C 0.29 -0.23 1.55
H 4.75 0.89 3.29
C 2.59 -0.73 3.51
C -1.13 1.85 -7.04
C 3.64 -1.82 3.74
H 0.52 0.84 1.53
C -1.35 -1.71 -2.24
C -1.52 2.78 2.52
H -3.62 0.26 -5.22
H 2.78 2.00 2.19
H 0.96 -0.77 0.87
C -0.76 -3.11 -2.38
N -1.33 -1.05 -4.58
H 3.11 3.34 3.29
H -1.98 1.08 3.63
H -1.41 3.25 1.55
H -3.18 0.21 1.55
N -0.98 -1.10 -0.98
H -2.44 -1.78 -2.28
C -1.10 -1.42 2.69
O -0.05 0.11 -3.12
H 0.88 1.46 3.77
H 2.97 0.74 6.34
C 1.87 1.67 4.16
H -1.08 -3.59 -3.31
H 1.77 2.26 5.07
H -3.74 1.76 -6.14
H -2.04 -1.76 -4.68
O -2.48 -2.27 0.24
*
```

---

4.
# C13H22O2

A structure of composition C13H22O2 (wB97M-V/def2-TZVPD, OMol25).

Computed properties:
HOMO energy: -6.95 eV
LUMO level: 0.8 eV
ΔE to the lowest compared entry with this formula, charge and spin: 3.4355 eV
DFT total energy: -17928.64318 eV
HOMO-LUMO gap: 7.771 eV

ORCA input file:
```
! RIJCOSX wB97M-V def2-TZVPD def2/J DEFGRID3
* xyz 0 1
H 4.08 -0.74 0.96
H -0.58 1.97 1.98
C 0.72 1.22 -1.15
H -3.49 0.17 0.43
H -3.18 -1.66 -0.52
C -0.07 1.01 0.10
H -2.18 -2.90 0.15
H 0.34 0.86 -2.04
H -2.50 -2.73 -1.62
H -0.98 0.09 2.44
C -2.24 -2.11 -0.75
C -1.23 -0.01 0.23
H -2.19 -1.04 1.71
H -2.61 1.03 -1.02
H -2.70 1.72 0.61
H 2.30 -1.66 -1.27
C 1.62 -1.30 -0.46
C -1.09 -1.09 -0.83
C -1.16 -0.65 1.60
H 0.30 -2.32 -1.71
H 2.79 -0.30 2.22
C 0.31 -1.94 -0.72
H -1.16 -0.59 -1.83
H 2.30 2.69 -0.87
H 1.81 2.62 -2.51
C 2.98 -0.56 1.16
C 0.30 1.92 1.27
C 1.39 2.56 -1.44
O 2.19 -1.62 0.82
O 2.57 0.62 0.49
C -2.56 0.80 0.03
C 1.64 0.15 -0.46
H 0.05 -2.77 -0.07
H 1.18 1.37 1.81
H 0.53 2.94 0.92
H 0.87 3.60 -1.42
H -0.34 -1.34 1.75
*
```

---

5.
# C31H39AsBI2N7O4Sc

A structure of composition C31H39AsBI2N7O4Sc (wB97M-V/def2-TZVPD, OMol25).

Computed properties:
HOMO energy: -11.17 eV
LUMO level: -3.8 eV
ΔE to the lowest compared entry with this formula, charge and spin: 0.0000 eV
DFT total energy: -149818.50682 eV
HOMO-LUMO gap: 7.374 eV

ORCA input file:
```
! RIJCOSX wB97M-V def2-TZVPD def2/J DEFGRID3
* xyz 1 1
H -3.14 -5.62 0.79
H -5.87 -1.99 1.42
C 2.48 3.73 3.53
C -0.05 3.37 0.18
B -3.22 -1.54 -0.23
C -2.71 2.64 2.45
H -4.57 -1.67 -4.17
H -4.25 -4.25 0.93
C 5.41 -0.40 -4.05
H 1.22 5.56 0.97
O 0.49 1.19 1.93
C 4.97 -1.96 -1.81
H -0.68 -5.03 1.71
N -1.50 -0.17 -1.51
C -4.83 -0.12 1.26
C -0.25 -2.88 1.40
C 3.43 -0.45 0.84
N -0.97 -1.89 0.86
C 3.89 -1.34 -2.42
H 3.30 -0.07 -4.05
H -2.85 3.50 1.79
H 5.58 0.20 -4.94
H 7.49 -0.91 -3.82
H -1.64 2.47 2.58
H 1.87 -3.15 1.35
H -5.24 -1.36 -2.57
H -3.54 -4.65 -0.64
C 1.11 -2.66 1.96
C 0.81 3.46 1.32
C 6.26 -1.81 -2.30
H 2.37 1.93 -2.05
N 2.86 6.11 2.98
C 1.05 2.34 2.16
H 0.81 0.41 -3.21
H 3.37 -1.48 1.20
C -0.11 1.00 -3.22
H -0.21 4.29 -0.38
I -1.10 -0.44 4.22
C -4.71 1.05 2.00
N -2.73 0.55 1.11
O -0.62 2.34 -0.22
H 3.13 3.87 4.38
H 3.27 0.23 1.68
C 4.13 -0.56 -3.55
N -3.63 -0.40 0.73
C -3.13 -1.02 -2.76
O 2.61 7.03 2.22
H 4.81 -2.59 -0.94
C -6.04 -0.98 1.06
H 4.42 -0.27 0.42
I -3.08 -2.15 4.59
H 3.93 1.32 -1.47
C 1.40 4.70 1.60
C -0.98 -4.06 1.35
H 7.09 -2.31 -1.82
N -2.15 -2.42 0.45
C -2.18 -3.73 0.74
Sc -0.65 0.28 0.52
H 2.08 1.66 3.92
H -6.88 -0.55 1.60
H 0.03 1.87 -2.58
C -3.38 1.44 1.87
C 6.48 -1.03 -3.43
H 2.89 2.26 -0.39
C -4.38 -1.76 -3.11
H -4.29 -2.82 -2.86
C 2.23 4.81 2.69
C -1.28 0.19 -2.79
C 2.90 1.53 -1.20
H 2.36 -2.42 -1.37
C 2.51 -1.46 -1.86
O 3.58 6.17 3.95
H -3.14 2.88 3.42
H -6.30 -1.04 0.00
C 1.90 2.51 3.28
C -3.35 -4.61 0.44
H -2.40 -0.17 -4.66
As 2.08 -0.10 -0.51
H -4.17 -2.21 -0.49
H 1.18 -3.06 2.97
N -2.63 -0.94 -1.52
H -0.26 1.35 -4.24
H 1.75 -1.38 -2.65
H -5.49 1.54 2.56
C -2.29 -0.30 -3.60
H 1.35 -1.59 2.02
*
```

---

6.
# C5H9N2O2

The ion C5H9N2O2 with charge +1 (wB97M-V/def2-TZVPD, OMol25).

Computed properties:
HOMO energy (alpha / beta): -14.70 / -14.82 eV
LUMO level (alpha / beta): -5.9 / -7.3 eV
ΔE to the lowest compared entry with this formula, charge and spin: 8.1780 eV
DFT total energy: -12392.77774 eV
HOMO-LUMO gap (alpha / beta): 8.785 / 7.555 eV

ORCA input file:
```
! RIJCOSX wB97M-V def2-TZVPD def2/J DEFGRID3
* xyz 1 1
O -4.58 0.80 -0.43
N -1.07 0.52 -0.41
H 0.54 1.42 -0.84
C 0.29 0.47 -0.34
C 0.84 0.58 1.21
C -2.19 0.85 -0.74
H 0.46 1.49 1.71
H 0.26 -0.95 -1.94
H 0.63 -0.44 1.70
H 1.88 -0.84 -1.06
H -2.33 -2.35 1.14
H 0.36 -1.62 -0.26
C -3.55 0.25 -0.20
H 1.84 0.72 1.04
C 0.76 -0.81 -1.04
N -2.29 -1.31 1.07
O -3.41 -0.92 0.44
H -2.46 1.38 -1.62
*
```

---

7.
# C28H31CeF3N8O2S

A structure of composition C28H31CeF3N8O2S (wB97M-V/def2-TZVPD, OMol25).

Computed properties:
HOMO energy (alpha / beta): -12.39 / -12.39 eV
LUMO level (alpha / beta): -8.2 / -8.2 eV
ΔE to the lowest compared entry with this formula, charge and spin: 0.4034 eV
DFT total energy: -77461.51488 eV
HOMO-LUMO gap (alpha / beta): 4.225 / 4.213 eV

ORCA input file:
```
! RIJCOSX wB97M-V def2-TZVPD def2/J DEFGRID3
* xyz 2 1
C -1.98 2.44 -1.42
C 3.05 0.61 -4.33
H -3.39 7.83 -8.79
H 3.69 0.43 -5.19
F -0.25 2.98 4.35
H -3.58 3.73 -2.01
C -2.07 -1.33 2.31
C -4.73 7.40 -7.18
C 2.63 -0.36 1.97
C -4.97 6.72 -6.00
C -0.94 -3.76 2.78
H 2.87 -0.98 -1.24
C 3.53 -1.73 -3.54
F 1.79 3.60 4.65
H 3.12 -2.62 -3.07
N -1.01 -1.69 1.57
C -3.52 7.26 -7.88
C -0.15 2.31 -2.79
H -5.48 8.06 -7.56
C -3.95 5.90 -5.53
C 0.90 1.14 2.39
H -2.44 -4.04 4.27
S -0.53 1.84 1.79
H 4.00 -2.04 -4.47
Ce -0.26 -0.04 -0.20
H -4.51 5.01 -3.69
H 3.02 -1.12 1.31
O -2.27 -0.62 -1.04
H 2.72 0.63 -1.52
C -2.61 3.34 -2.27
N 1.54 -0.46 -2.71
C 1.53 1.51 3.60
H -5.90 6.84 -5.46
H 3.65 1.07 -3.55
H 4.31 -1.32 -2.91
H 4.28 -0.43 3.34
C 1.52 -1.28 -4.95
H -0.48 -4.73 2.91
H -0.16 3.50 -4.58
H 0.95 -1.29 -2.61
H 0.66 -0.64 -5.10
C -2.52 6.43 -7.44
C 0.98 2.52 4.58
N 2.18 -0.24 -1.43
H 1.17 -2.27 -4.68
C 3.32 0.01 3.11
H 0.76 -2.77 0.16
C -2.03 -3.38 3.53
H -2.48 2.14 -0.50
N 0.68 -3.19 1.09
H -2.51 -0.36 2.08
N -0.78 1.90 -1.67
C -0.44 -2.88 1.81
C -2.55 4.60 -4.45
H -1.59 6.32 -7.98
C -2.60 -2.13 3.30
H 3.23 1.26 4.86
N 1.47 0.18 1.60
N -3.80 5.15 -4.40
H 1.02 -4.14 1.16
H 0.82 1.87 -2.97
C -0.69 3.20 -3.69
H -3.46 -1.80 3.87
H 2.26 1.30 -4.63
N -1.90 4.94 -5.54
C -2.73 5.76 -6.24
C -1.97 3.73 -3.45
C -1.76 -1.57 -1.64
C 2.43 -0.71 -3.86
C 2.74 0.96 3.94
H 2.06 -1.36 -5.89
O -0.57 -1.94 -1.46
F 0.96 1.99 5.82
H -2.37 -2.12 -2.38
*
```